The following is a DFT calculation (ωB97M-V/def2-TZVPD) of 3 unconnected molecules or ions with the total composition C23H36BN3O6.

```
! RIJCOSX wB97M-V def2-TZVPD def2/J DEFGRID3
* xyz 0 1
C 7.116 0.426 1.350
N 5.995 0.943 0.555
C 5.582 -0.032 -0.463
C 4.244 0.387 -1.095
B 3.965 1.930 -0.800
O 4.746 2.827 -1.483
O 3.031 2.328 0.122
C 2.041 3.262 -0.323
O 4.293 0.089 -2.530
C 4.099 -1.238 -2.646
O 4.409 -1.905 -3.592
O 3.493 -1.720 -1.539
C 3.154 -0.590 -0.683
O 1.888 -0.158 -0.986
C 0.882 -1.043 -0.470
C -0.557 -0.498 -0.640
C -0.602 0.814 -1.430
C -1.220 -0.431 0.747
C -2.749 -0.377 0.829
C -3.361 0.917 0.289
C -3.181 -0.568 2.303
H 7.503 1.214 1.992
H 6.761 -0.400 1.965
H 7.929 0.047 0.718
H 6.350 1.747 0.046
H 5.495 -1.007 0.020
H 6.330 -0.129 -1.258
H 4.608 3.714 -1.132
H 1.457 3.568 0.543
H 2.494 4.153 -0.764
H 1.389 2.790 -1.056
H 3.270 -0.906 0.356
H 0.978 -2.004 -0.981
H 1.103 -1.211 0.589
H -1.093 -1.252 -1.224
H 0.180 0.858 -2.187
H -0.522 1.677 -0.768
H -1.548 0.912 -1.960
H -0.785 0.399 1.318
H -0.923 -1.342 1.279
H -3.158 -1.203 0.237
H -4.452 0.842 0.364
H -3.135 1.106 -0.755
H -3.067 1.774 0.900
H -3.513 0.389 2.715
H -3.989 -1.291 2.406
H -2.345 -0.901 2.916
C -5.296 2.932 -4.686
C -5.361 2.981 -3.303
C -4.186 3.190 -2.596
N -2.995 3.342 -3.171
C -2.949 3.290 -4.500
C -4.064 3.090 -5.300
H -6.190 2.772 -5.275
H -6.299 2.859 -2.780
H -4.193 3.234 -1.513
H -1.967 3.415 -4.944
H -3.966 3.058 -6.376
C -2.776 -5.884 5.042
C -2.843 -5.635 3.681
C -2.467 -4.381 3.221
N -2.046 -3.401 4.016
C -1.989 -3.654 5.321
C -2.340 -4.872 5.882
H -3.060 -6.849 5.441
H -3.178 -6.394 2.987
H -2.505 -4.148 2.162
H -1.645 -2.837 5.946
H -2.272 -5.021 6.951
*
```

For the total energy, the calculation gives -1538.63178 Ha. The lowest unoccupied orbital energy is 0.5 eV. Its HOMO-LUMO gap is 9.998 eV. The HOMO energy comes out at -9.46 eV.



The following is a DFT calculation (ωB97M-V/def2-TZVPD) of a molecular structure, C23H36BrHgN5OSi2 at a distorted geometry.

```
! RIJCOSX wB97M-V def2-TZVPD def2/J DEFGRID3
* xyz -1 2
Hg 1.192 0.343 1.084
O 3.196 -5.899 4.444
C 2.981 -4.818 3.647
C 1.820 -4.679 2.884
C 1.674 -3.547 2.101
N 2.588 -2.598 2.033
C 3.674 -2.738 2.762
Br 4.937 -1.334 2.637
C 3.942 -3.817 3.590
H 2.424 -6.477 4.401
H 1.053 -5.440 2.916
H 0.782 -3.375 1.518
H 4.850 -3.886 4.164
C 5.035 3.930 -1.541
Si 3.770 3.582 -0.120
C 3.856 5.133 1.025
C 4.413 2.086 0.855
N 2.190 3.192 -0.625
C 1.380 3.916 -1.368
C 1.755 5.201 -1.857
C 0.934 5.994 -2.606
C -0.350 5.537 -2.936
C -0.758 4.304 -2.517
C 0.049 3.428 -1.738
N -0.360 2.233 -1.377
Si -1.791 1.362 -1.592
C -2.680 1.153 0.092
C -3.244 1.918 -2.750
C -1.396 -0.389 -2.256
H 5.738 4.724 -1.302
H 4.509 4.226 -2.446
H 5.613 3.045 -1.785
H 4.791 5.680 0.926
H 3.749 4.856 2.071
H 3.047 5.819 0.786
H 4.175 1.171 0.322
H 5.490 2.115 1.008
H 3.952 2.029 1.836
H 2.748 5.540 -1.604
H 1.271 6.967 -2.947
H -1.012 6.158 -3.529
H -1.738 3.945 -2.782
H -2.986 2.113 0.496
H -2.019 0.683 0.813
H -3.569 0.533 -0.004
H -3.704 2.836 -2.394
H -4.030 1.165 -2.810
H -2.894 2.101 -3.762
H -0.591 -0.840 -1.687
H -1.102 -0.369 -3.301
H -2.267 -1.034 -2.171
N -1.068 -2.084 1.340
C -1.993 -2.349 0.712
N -3.066 -2.643 0.006
C -4.343 -2.468 0.669
C -4.688 -3.704 1.505
C -4.665 -4.952 0.624
C -3.315 -5.085 -0.081
C -3.004 -3.802 -0.860
H -5.097 -2.307 -0.108
H -4.294 -1.574 1.295
H -5.672 -3.585 1.963
H -3.946 -3.803 2.301
H -5.458 -4.881 -0.126
H -4.860 -5.840 1.230
H -3.329 -5.939 -0.760
H -2.528 -5.250 0.661
H -3.746 -3.656 -1.653
H -2.014 -3.851 -1.318
*
```

Its expectation value of S² is 0.77. The energy above the lowest of the compared OMol25 structures with the same formula, charge and spin comes out at 0.114 eV. For the total energy, the calculation gives -4553.55829 Ha. The lowest unoccupied orbital energy (alpha / beta) is 2.0 / 2.0 eV. Its HOMO-LUMO gap (alpha / beta) is 4.779 / 6.042 eV. The HOMO energy (alpha / beta) comes out at -2.75 / -4.02 eV.



The following is a DFT calculation (ωB97M-V/def2-TZVPD) of a molecular structure, C23H36F5KN6OSTe2 at a distorted geometry.

```
! RIJCOSX wB97M-V def2-TZVPD def2/J DEFGRID3
* xyz 0 1
K 2.044 -2.715 1.471
N -5.179 -3.192 -0.725
C -4.727 -1.919 -0.181
C -3.402 -2.115 0.516
N -2.362 -2.733 -0.377
H -5.871 -3.044 -1.439
H -5.443 -3.852 0.048
H -2.891 -3.466 -0.899
H -5.506 -1.395 0.438
H -4.561 -1.190 -0.994
H -3.485 -2.791 1.341
H -3.000 -1.147 0.797
H -1.951 -1.947 -0.952
H -1.505 -3.230 0.065
F -0.240 -6.372 2.403
Te -1.007 -4.714 2.608
F 0.606 -4.144 3.546
F -2.585 -5.350 1.736
F -1.688 -5.373 4.206
F -1.865 -3.077 3.016
O -0.382 -3.949 1.082
C 6.122 1.219 -2.353
C 5.307 0.439 -1.328
C 6.038 -0.276 -0.423
C 5.234 -1.043 0.423
N 3.916 -1.173 0.312
C 3.285 -0.542 -0.692
S 1.628 -0.927 -0.968
N 3.946 0.447 -1.415
H 5.720 2.179 -2.584
H 6.208 0.665 -3.330
H 7.127 1.388 -2.007
H 7.125 -0.260 -0.305
H 5.684 -1.665 1.231
Te -0.922 0.854 -1.726
C -0.114 1.955 -3.303
C -1.003 2.370 -4.348
C -0.519 2.954 -5.496
C 0.887 3.125 -5.601
C 1.721 2.689 -4.611
C 1.276 2.132 -3.414
C -2.830 1.754 -1.434
C -3.019 2.774 -0.449
C -4.317 2.986 -0.067
C -5.400 2.289 -0.624
C -5.203 1.395 -1.630
C -3.931 1.117 -2.051
H -2.038 2.277 -4.261
H -1.172 3.280 -6.293
H 1.292 3.433 -6.570
H 2.801 2.775 -4.726
H 2.011 1.758 -2.691
H -2.151 3.256 -0.026
H -4.518 3.743 0.672
H -6.368 2.577 -0.230
H -6.019 0.902 -2.094
H -3.742 0.436 -2.890
C 1.025 1.666 4.412
C 1.920 0.764 3.454
C 2.482 1.609 2.308
C 3.096 0.127 4.294
N 1.138 -0.381 2.879
N 0.109 -0.074 1.997
H 1.613 2.555 4.620
H 0.800 1.105 5.314
H 0.007 1.866 3.942
H 3.259 2.331 2.585
H 1.701 2.184 1.756
H 2.930 0.945 1.616
H 3.553 0.735 5.041
H 3.867 -0.158 3.526
H 2.682 -0.777 4.718
H 0.767 -0.974 3.686
H 0.528 0.214 1.126
H -0.540 0.695 2.317
*
```

The energy above the lowest of the compared OMol25 structures with the same formula, charge and spin comes out at 0.499 eV. For the total energy, the calculation gives -3335.27990 Ha. The lowest unoccupied orbital energy is -0.7 eV. Its HOMO-LUMO gap is 6.386 eV. The HOMO energy comes out at -7.08 eV.



The following is a DFT calculation (ωB97M-V/def2-TZVPD) of a molecular structure, C23H36N4O5PdS at a distorted geometry.

```
! RIJCOSX wB97M-V def2-TZVPD def2/J DEFGRID3
* xyz 0 1
Pd -1.110 -1.038 -0.055
C -3.225 2.024 -2.561
N -3.151 2.426 -1.151
C -2.762 3.822 -0.929
C -3.149 1.479 -0.199
O -3.509 0.319 -0.411
C -2.681 1.834 1.209
O -1.547 1.059 1.548
C -0.361 1.824 1.721
C 0.536 0.488 -0.651
O 0.054 1.575 -0.904
N 0.631 -0.501 -1.633
C 0.032 -0.109 -2.906
C 1.889 -1.242 -1.852
H -3.954 2.678 -3.047
H -3.550 0.999 -2.617
H -2.228 2.138 -3.028
H -3.110 4.414 -1.764
H -1.666 3.936 -0.845
H -3.207 4.223 -0.016
H -3.494 1.561 1.899
H -2.479 2.889 1.356
H -0.394 2.247 2.722
H -0.293 2.592 0.934
H -0.833 0.517 -2.732
H -0.273 -1.011 -3.433
H 0.760 0.446 -3.497
H 2.541 -0.682 -2.502
H 1.624 -2.178 -2.318
H 2.434 -1.407 -0.925
C 4.202 -0.230 2.362
N 3.492 -0.640 1.139
N 2.715 0.428 0.589
C 1.298 0.187 0.678
O 0.713 0.970 1.783
C 1.300 -1.230 1.175
C 2.520 -1.633 1.443
C 2.959 -2.961 1.918
C 3.382 1.493 -0.006
C 2.699 2.680 -0.279
C 3.381 3.745 -0.836
C 4.745 3.699 -1.123
C 5.416 2.518 -0.817
C 4.756 1.424 -0.283
H 4.908 0.569 2.132
H 4.736 -1.097 2.742
H 3.488 0.126 3.119
H 0.391 -1.808 1.380
H 2.111 -3.643 1.887
H 3.376 -3.016 2.928
H 3.732 -3.308 1.230
H 1.663 2.774 -0.004
H 2.854 4.668 -1.043
H 5.259 4.575 -1.506
H 6.502 2.431 -0.959
H 5.293 0.500 -0.130
O -1.194 -4.225 0.512
S -2.085 -3.040 0.415
C -3.199 -3.105 1.833
C -4.338 -4.052 1.485
C -4.718 -3.665 0.059
C -3.428 -3.546 -0.731
H -3.568 -2.078 1.970
H -2.594 -3.376 2.684
H -5.155 -3.929 2.219
H -4.043 -5.098 1.547
H -5.211 -2.690 0.072
H -5.397 -4.387 -0.384
H -3.473 -2.842 -1.550
H -3.010 -4.506 -1.063
*
```

The energy above the lowest of the compared OMol25 structures with the same formula, charge and spin comes out at 0.364 eV. For the total energy, the calculation gives -2019.17835 Ha. The lowest unoccupied orbital energy is 0.7 eV. Its HOMO-LUMO gap is 7.468 eV. The HOMO energy comes out at -6.79 eV.